Record 1
Molecular formula: C32H54O23S2
Method: DFT, ωB97M-V/def2-TZVPD

```
111
Properties=species:S:1:pos:R:3:forces:R:3:mulliken_charge:R:1
C -1.517959 -5.306318 -1.181232 5.70 -6.44 1.49 -1.416
C -0.334568 -4.664646 -0.395623 -2.91 -0.48 -2.04 1.506
C -0.516832 -3.155549 -0.288137 1.38 -5.95 -3.51 0.117
O -0.334991 -2.888124 1.062511 6.40 -11.52 -14.10 0.249
C -0.492206 -4.023074 1.748447 3.05 -6.61 3.14 -0.238
O -0.425091 -4.069808 2.992546 0.83 -3.87 -2.88 -0.597
O -0.496903 -5.070030 0.932011 0.06 -0.26 2.55 -0.359
H -1.539099 -6.385262 -1.027848 1.16 -0.69 0.09 0.466
H -1.313057 -5.164797 -2.242411 -0.11 -0.26 0.10 0.211
H -2.525151 -4.969068 -0.936455 2.05 -3.74 2.85 0.130
H 0.641376 -4.909076 -0.815009 0.15 -0.33 0.37 0.261
H -1.459827 -2.912355 -0.777738 0.98 0.34 1.00 -0.675
H 0.336370 -2.698154 -0.789089 -0.19 -2.39 -0.10 -0.284
C 0.134453 1.734777 -1.643848 -1.35 1.22 -0.32 -0.359
C 0.310117 3.234326 -1.329961 0.28 -0.36 -2.47 0.051
C -0.517122 4.231865 -2.099225 -0.15 -0.76 -0.87 -0.441
O -1.151862 5.005792 -1.098948 -0.51 0.71 1.11 -0.411
C -0.734399 4.593405 0.130249 -0.94 2.79 0.26 0.552
O -0.908090 5.126844 1.214769 1.60 1.70 -4.33 -0.616
O 0.041502 3.572263 0.028102 -5.40 0.62 -2.64 0.453
H -0.839384 1.374717 -1.312027 -0.04 0.19 -0.43 -0.169
H 0.954984 1.276295 -1.091934 -3.78 0.37 -1.74 -2.483
H 0.251853 1.380852 -2.668078 -0.18 0.93 -0.49 1.023
H 1.387480 3.383068 -1.402506 -0.37 1.10 -1.16 0.219
H -1.225339 3.684532 -2.721277 -0.49 0.26 0.24 0.324
H 0.066566 4.838080 -2.792008 0.04 0.33 0.35 0.330
C -3.413022 -0.106857 0.488163 -0.02 -2.15 -1.31 -0.468
C -4.095712 -0.995389 -0.584559 0.04 2.36 1.01 -0.219
C -3.724667 -0.693932 -2.040013 0.24 1.60 0.60 -0.378
O -3.336789 -1.971560 -2.506902 -1.59 0.24 0.43 -0.333
C -3.175053 -2.808371 -1.477948 -1.85 -1.64 -1.97 0.750
O -2.767903 -3.983261 -1.569509 -7.34 11.74 -4.79 -0.431
O -3.611763 -2.311149 -0.399481 -0.77 -0.58 2.09 -0.328
H -3.655172 -0.298301 1.533543 -0.79 -0.21 -0.49 0.605
H -3.551698 0.941516 0.223991 -0.71 -3.47 -0.56 0.199
H -2.339601 -0.280165 0.411816 -1.19 -0.28 -0.13 -0.149
H -5.184319 -0.942191 -0.599431 -0.10 -0.61 0.86 0.671
H -2.892825 0.008477 -2.092542 -0.08 -0.30 -0.19 -0.019
H -4.522969 -0.239771 -2.627003 -0.27 -0.70 -0.04 0.506
C 3.988447 -1.938493 -1.035797 0.17 0.52 -0.62 -1.236
C 4.870726 -0.762665 -0.679942 1.04 -1.19 0.40 0.713
C 4.266794 0.487470 -0.086603 2.28 -4.34 -0.87 1.035
O 5.100025 0.847955 1.010674 0.30 -0.28 -1.00 -0.473
C 5.911641 -0.192367 1.246373 1.98 -1.91 2.72 0.438
O 6.693280 -0.250319 2.192686 -1.96 0.22 -2.73 -0.594
O 5.659723 -1.251244 0.376820 1.56 1.30 2.53 -0.423
H 3.225546 -1.571002 -1.722111 1.03 -0.73 0.02 0.705
H 3.539270 -2.292931 -0.108059 -0.29 0.05 -0.05 0.217
H 4.545111 -2.777788 -1.452702 0.16 0.26 -0.13 0.545
H 5.619890 -0.493516 -1.424536 -0.43 0.05 -0.72 0.319
H 3.260070 0.233916 0.245523 1.98 -0.38 1.95 -0.326
H 4.214870 1.209896 -0.901166 1.97 -2.50 0.18 0.327
C -1.151509 -2.220295 2.244451 -5.78 8.81 7.40 -1.044
C -1.416422 -1.427445 3.462967 -1.16 -0.42 0.98 -0.083
C -0.821640 -0.050342 3.616909 0.94 -1.96 0.77 0.252
O -1.922719 0.725397 4.083041 1.96 -2.73 4.74 -0.375
C -3.037766 0.113954 3.784804 -4.44 -1.45 1.13 0.577
O -4.119942 0.671171 3.840586 1.73 -0.63 -0.38 -0.610
O -2.842680 -1.175294 3.504586 -0.34 0.94 0.35 -0.476
H -1.839017 -3.064447 2.297737 -1.23 1.56 0.12 0.495
H -0.119521 -2.566565 2.188185 0.70 5.86 7.90 1.190
H -1.295558 -1.712940 1.290542 -2.59 2.59 2.16 -0.559
H -1.130489 -2.017342 4.333805 -0.34 -0.23 0.13 0.826
H -0.397785 0.359566 2.700157 -1.67 -2.13 2.78 -1.040
H -0.013481 -0.136514 4.343228 -0.20 0.64 0.31 0.837
C 4.030244 4.729658 0.136288 0.11 0.01 0.66 -1.849
C 3.403624 3.422566 0.731082 1.54 3.02 0.04 0.687
C 1.927179 3.515004 0.896507 2.27 -0.30 1.32 -0.898
O 1.452804 2.368540 0.149321 7.23 -4.10 1.99 0.168
C 2.469942 1.676519 -0.445035 1.08 3.18 0.12 0.318
O 2.322454 0.624937 -1.122587 7.73 17.75 -0.06 -0.164
O 3.682576 2.397950 -0.181123 -4.28 2.96 0.43 -0.611
H 5.116943 4.717980 0.220225 0.00 -0.26 -0.14 0.461
H 3.734276 5.639763 0.658026 -0.26 -0.20 0.49 0.463
H 3.769330 4.956328 -0.897473 -0.17 -0.62 -0.16 0.388
H 3.882562 3.199455 1.684457 0.22 -0.19 -0.09 0.407
H 1.516077 4.485196 0.617559 0.86 -0.34 -0.15 0.494
H 1.584125 3.278821 1.903800 0.93 0.81 -0.13 0.398
C -0.194853 2.239343 2.332253 1.01 0.46 0.21 -0.133
C -1.674792 2.224265 2.355184 -0.55 3.22 0.34 0.487
C -2.243626 3.638733 2.482784 -1.01 -0.61 1.70 -0.954
O -3.258418 3.620316 1.473217 -0.74 3.12 0.29 -0.318
C -3.310890 2.541888 0.821945 -0.74 -1.62 -1.53 0.100
O -4.167306 2.210440 0.000260 0.88 3.48 0.78 -0.650
O -2.277251 1.723291 1.178560 0.04 2.16 -0.76 0.249
H 0.265429 2.560603 3.266604 -0.51 0.23 0.50 0.721
H 0.268593 2.821952 1.536082 -1.91 -1.18 1.64 0.054
H 0.054736 1.182468 2.238351 1.64 4.19 0.01 -0.291
H -2.024242 1.582818 3.164209 0.36 3.23 -2.47 0.292
H -1.505314 4.418963 2.297770 -1.30 -1.17 1.02 0.285
H -2.807160 3.904838 3.377057 0.16 -0.65 0.41 0.461
C -0.136988 0.294925 0.823126 -0.25 -1.29 -3.01 -2.181
S -0.214527 -1.158266 -0.318586 1.91 10.17 0.79 1.216
O -1.352836 -0.795893 -1.204292 0.96 -0.52 -1.49 -0.514
C 1.385417 -0.797239 -1.238732 -6.23 -7.43 0.47 -0.452
H 0.730644 0.229414 1.479642 0.52 -0.77 -1.00 1.233
H -1.053981 0.292208 1.412379 0.63 -0.85 -1.24 1.155
H -0.173242 1.173637 0.179201 0.13 -0.80 1.53 0.248
H 2.206590 -0.514697 -0.580009 -1.80 -4.65 1.97 -1.067
H 1.205040 0.067232 -1.877679 -2.28 -3.41 -1.30 0.703
H 1.687457 -1.697597 -1.773729 -0.96 1.67 2.10 -1.493
C 0.969492 -2.827663 -3.012508 -1.21 -1.25 -1.60 0.005
S -0.015073 -2.126063 -4.451550 0.54 -1.55 -0.48 0.441
O 0.487798 -2.859713 -5.680753 -0.14 0.89 1.06 -0.693
C -1.586874 -2.920423 -4.046824 0.82 -0.56 -0.63 -0.661
H 1.139578 -3.863000 -3.307900 0.35 0.02 -0.24 0.907
H 0.350296 -2.879580 -2.116973 0.04 0.00 -1.50 -0.678
H 1.856754 -2.259474 -2.733180 -0.01 -1.52 -2.53 0.884
H -1.518019 -3.976031 -3.784075 0.66 0.06 0.14 0.132
H -2.155282 -2.968948 -4.975618 0.02 0.60 -0.14 0.563
H -2.137478 -2.382877 -3.274829 1.49 -0.26 -1.42 0.199
```
Forces are in eV/Å.

Output
* max |F|: 19.362 eV Å⁻¹
* ΔE to the lowest compared entry with this formula, charge and spin: 4959.8 kJ/mol
* gap between HOMO and LUMO: 7.36 eV
* E_HOMO: -8.0088 eV
* electronic energy: -3776.78135 Eh

Record 2
Molecular formula: C14H38O6PdS4
Method: DFT, ωB97M-V/def2-TZVPD

```
63
Properties=species:S:1:pos:R:3:forces:R:3:mulliken_charge:R:1
Pd 0.078844 0.492343 -0.491058 0.01 0.01 0.00 0.052
C -5.255812 4.698201 -3.387458 -0.06 -1.36 0.33 -1.255
C -4.408680 4.824689 -2.036752 0.17 -0.26 -1.82 0.531
C -5.205974 4.708580 -0.755319 -0.82 0.30 -0.55 -1.109
O -3.380682 3.880253 -1.936919 -0.60 0.66 -0.42 -0.355
H -4.687380 4.769660 -4.314757 0.54 0.57 0.33 0.322
H -6.173654 5.269143 -3.527762 0.28 0.71 0.57 0.355
H -5.646649 3.688626 -3.514410 0.07 -0.45 0.56 0.335
H -3.916422 5.791172 -2.144833 0.36 0.32 0.46 0.219
H -6.049430 5.398156 -0.789706 -0.08 0.06 -0.07 0.329
H -4.641467 4.942526 0.147287 0.13 -0.48 -0.18 0.298
H -5.621310 3.703067 -0.822633 0.01 -0.07 0.78 0.318
C 6.095202 -0.965146 -3.882468 0.63 -1.20 1.15 -1.144
C 4.945570 -0.466562 -4.715835 -0.51 -0.33 -0.89 0.579
C 4.758152 -1.222604 -6.088797 -1.49 0.52 0.27 -1.177
O 3.763672 -0.236266 -3.973988 1.58 -0.32 -1.08 -0.359
H 5.793918 -1.821628 -3.279345 -0.20 -0.04 0.11 0.317
H 6.526596 -0.243880 -3.188360 -0.39 0.27 -0.05 0.301
H 6.944596 -1.350635 -4.446403 -0.17 0.20 -0.54 0.332
H 5.321553 0.507094 -5.030054 -0.56 0.76 -0.06 0.121
H 3.886209 -0.804816 -6.592056 0.03 0.79 -0.01 0.352
H 4.370048 -2.241155 -6.081473 0.86 -0.45 0.71 0.330
H 5.581054 -1.094838 -6.792086 0.23 -0.19 0.38 0.340
C 2.447992 5.479465 2.902319 -0.22 0.88 -0.41 -0.902
S 3.612247 4.723797 1.752186 -1.31 -2.07 0.22 0.466
O 2.992734 3.323184 1.526850 1.23 2.46 -0.08 -0.588
C 3.183806 5.794817 0.344910 -0.32 -0.18 -0.16 -0.892
H 2.506384 5.056491 3.905209 0.10 -0.07 -0.28 0.299
H 1.450411 5.397864 2.470733 -0.04 -0.59 0.10 0.313
H 2.609417 6.557448 2.905324 0.42 0.08 0.36 0.345
H 2.112060 5.688829 0.176931 0.04 -0.28 -0.25 0.291
H 3.775871 5.458943 -0.506415 -0.22 -0.13 0.01 0.294
H 3.365748 6.861176 0.478672 0.34 -0.10 0.48 0.362
C -2.243997 -6.470143 -1.428120 0.09 0.75 0.05 -0.850
S -2.250579 -5.082780 -2.617113 0.60 2.12 1.68 0.442
O -1.904976 -3.782419 -1.782375 -0.57 -3.22 -2.00 -0.596
C -0.736744 -5.528214 -3.553189 0.06 0.91 0.91 -0.882
H -2.785430 -7.333069 -1.815830 0.23 0.03 -0.14 0.327
H -2.780165 -6.063656 -0.570580 0.01 -0.07 0.00 0.325
H -1.212523 -6.672493 -1.139642 -0.11 -0.19 0.00 0.271
H -0.545355 -6.588225 -3.720059 -0.57 0.09 -0.33 0.346
H 0.064726 -5.165576 -2.909561 0.08 0.09 0.07 0.313
H -0.773285 -4.869225 -4.420657 0.15 -0.50 -0.23 0.296
C 1.895136 -5.586809 3.851368 0.15 -0.93 0.44 -0.857
S 2.946222 -4.955577 2.569201 -1.53 3.68 -0.50 0.436
O 2.127874 -3.682976 2.120020 1.88 -2.73 0.58 -0.595
C 4.311321 -4.282268 3.582696 0.36 -0.67 -0.59 -0.880
H 2.388479 -6.376844 4.417553 0.28 0.07 0.14 0.345
H 1.071748 -6.097219 3.351733 -0.21 0.46 0.00 0.304
H 1.586861 -4.776332 4.511815 -0.12 -0.03 -0.24 0.291
H 4.949130 -3.740769 2.884071 -0.39 0.44 -0.02 0.315
H 4.969453 -5.100850 3.874021 -0.27 -0.26 0.43 0.343
H 3.991309 -3.672579 4.427665 -0.15 -0.06 -0.23 0.293
C -5.476522 0.157643 4.223116 0.48 0.65 -0.75 -0.807
S -3.762296 0.389319 4.738745 2.42 1.80 -0.18 0.469
O -2.869375 1.155344 3.736154 -2.09 -1.28 1.29 -0.591
C -4.111048 1.630832 6.074050 -0.81 -0.80 -0.37 -0.996
H -6.042350 0.966952 4.684591 -0.50 -0.55 -0.03 0.279
H -5.727773 -0.880258 4.441604 -0.35 0.33 0.31 0.294
H -5.491868 0.289716 3.141262 0.00 0.01 -0.02 0.317
H -3.186304 1.850747 6.607526 -0.22 0.05 -0.17 0.291
H -4.883431 1.201963 6.712474 0.38 -0.46 0.45 0.385
H -4.652863 2.497773 5.695927 0.67 0.27 -0.52 0.353
```
Forces are in eV/Å.

Output
* max |F|: 4.015 eV Å⁻¹
* multiplicity: 3
* gap between HOMO and LUMO (spin up / spin down): 6.78 / 5.10 eV
* E_HOMO (spin up / spin down): -6.0226 / -6.0226 eV
* electronic energy: -2727.80866 Eh